[1]
The following is a DFT calculation (wB97M-V/def2-TZVPD) of 5 unconnected molecules or ions with the total composition C43H81BFI2N6O3S.

```
! RIJCOSX wB97M-V def2-TZVPD def2/J DEFGRID3
* xyz 1 1
C -2.496 -5.129 -3.267
C -1.738 -3.805 -3.374
C -1.000 -3.452 -2.044
C 0.414 -2.912 -2.292
C 0.452 -1.769 -3.338
C 1.714 -0.894 -3.221
C 1.457 0.464 -2.525
C 1.733 0.430 -1.005
C 2.385 1.712 -0.467
C 2.738 1.455 1.020
C 2.756 2.714 1.884
C 3.443 2.522 3.246
C 2.886 1.353 4.105
C 1.376 1.068 3.934
C 0.654 0.628 5.223
C -0.346 -0.536 5.071
O -1.577 -0.321 4.397
C -1.458 -0.124 2.982
C -2.884 -0.075 2.405
O -3.085 1.168 1.743
C -4.293 1.807 2.160
C -4.669 2.960 1.225
C -0.831 -0.662 6.565
B -2.278 -1.331 6.403
N -2.374 -2.722 5.980
O -3.434 -0.646 6.690
N -0.793 0.732 7.126
C -0.379 0.773 8.529
I 1.498 -0.094 8.986
C -1.118 1.341 9.482
C -0.746 1.430 10.940
I -2.970 2.253 9.020
C -0.029 1.657 6.156
S -1.392 2.638 5.332
C 0.824 2.764 6.816
C 1.519 3.699 5.817
F -0.062 3.558 7.555
H -1.806 -5.977 -3.253
H -3.150 -5.137 -2.389
H -3.141 -5.246 -4.146
H -0.965 -3.870 -4.146
H -2.398 -2.963 -3.600
H -1.585 -2.716 -1.477
H -0.947 -4.371 -1.446
H 1.051 -3.740 -2.628
H 0.873 -2.507 -1.379
H 0.446 -2.268 -4.310
H -0.482 -1.195 -3.298
H 2.068 -0.689 -4.236
H 2.475 -1.485 -2.698
H 2.136 1.190 -2.992
H 0.434 0.772 -2.770
H 0.781 0.219 -0.497
H 2.384 -0.429 -0.795
H 1.673 2.540 -0.532
H 3.311 1.877 -1.023
H 2.007 0.722 1.377
H 3.722 0.976 1.116
H 3.291 3.521 1.365
H 1.746 3.117 2.050
H 4.490 2.271 3.025
H 3.486 3.455 3.815
H 3.057 1.600 5.160
H 3.462 0.452 3.881
H 0.823 1.905 3.501
H 1.287 0.224 3.246
H 1.421 0.171 5.876
H 0.047 -1.526 4.834
H -1.046 0.878 2.815
H -0.822 -0.870 2.494
H -3.593 -0.187 3.231
H -2.995 -0.882 1.674
H -5.109 1.073 2.137
H -4.143 2.171 3.187
H -5.504 2.686 0.578
H -4.955 3.817 1.840
H -3.827 3.273 0.603
H -0.242 -1.420 7.083
H -1.543 -3.033 5.479
H -2.463 -3.359 6.768
H -4.050 -0.798 5.961
H -1.771 1.030 6.955
H -1.267 0.628 11.471
H 0.329 1.451 11.110
H -1.140 2.377 11.318
H -1.084 2.543 4.024
H 1.590 2.376 7.491
H 1.261 4.722 6.105
H 1.189 3.579 4.788
H 2.599 3.616 5.944
C 1.466 -0.955 -8.447
C 1.879 -2.359 -8.878
C 1.284 -3.448 -7.981
C 1.804 -3.397 -6.616
N 2.213 -3.356 -5.543
H 1.879 -0.757 -7.447
H 1.863 -0.201 -9.117
H 0.405 -0.824 -8.390
H 2.970 -2.429 -8.885
H 1.548 -2.540 -9.894
H 1.514 -4.429 -8.401
H 0.195 -3.360 -7.959
C -4.389 4.161 -3.848
C -4.138 3.466 -2.515
C -2.656 3.169 -2.266
C -2.123 2.184 -3.204
N -1.705 1.410 -3.942
H -4.108 3.524 -4.688
H -5.447 4.402 -3.955
H -3.823 5.091 -3.919
H -4.717 2.541 -2.470
H -4.501 4.107 -1.709
H -2.528 2.784 -1.251
H -2.072 4.089 -2.331
C -0.534 1.673 -13.054
C -0.173 0.292 -13.588
C -0.800 -0.846 -12.777
C -0.266 -0.919 -11.418
N 0.159 -0.977 -10.350
H -0.141 1.826 -12.048
H -0.113 2.448 -13.695
H -1.616 1.812 -13.025
H 0.913 0.182 -13.609
H -0.519 0.210 -14.620
H -0.606 -1.797 -13.277
H -1.884 -0.727 -12.737
C 4.887 -2.219 3.684
C 4.656 -2.882 5.038
C 3.726 -4.098 4.957
C 2.365 -3.723 4.583
N 1.295 -3.431 4.285
H 3.961 -1.810 3.275
H 5.598 -1.398 3.781
H 5.293 -2.930 2.963
H 4.252 -2.148 5.739
H 5.616 -3.209 5.439
H 3.695 -4.599 5.926
H 4.115 -4.823 4.240
*
```

Output
- HOMO level (eV) = -11.08

=====

[2]
The following is a DFT calculation (wB97M-V/def2-TZVPD) of a molecular structure, C43H82N5O4PSb2Si4SnTe.

```
! RIJCOSX wB97M-V def2-TZVPD def2/J DEFGRID3
* xyz 0 1
Sn 0.596 0.411 1.689
O 3.946 1.289 -0.820
C 2.996 0.843 0.154
O 2.493 1.849 0.891
C 3.716 -0.193 1.055
C 4.974 -0.737 0.806
C 5.392 -1.806 1.566
C 4.559 -2.306 2.557
C 3.353 -1.672 2.807
N 2.960 -0.603 2.088
C 2.373 -2.154 3.856
O 2.652 -3.306 4.490
O 1.373 -1.573 4.117
H 3.749 2.230 -0.907
H 5.584 -0.322 0.013
H 6.352 -2.272 1.378
H 4.872 -3.172 3.126
H 3.461 -3.707 4.159
C 3.771 3.075 3.558
Sb 2.004 1.934 3.872
C 2.599 1.056 5.741
C 0.698 3.459 4.791
C 1.148 4.837 4.385
C 2.135 5.483 5.138
C 2.704 6.679 4.732
C 2.296 7.255 3.536
C 1.285 6.653 2.802
C 0.676 5.461 3.212
C -0.481 4.921 2.403
Sb -0.035 3.373 0.914
C -1.771 3.913 -0.244
C 1.290 4.570 -0.252
H 4.130 3.511 4.492
H 3.565 3.867 2.836
H 4.528 2.409 3.137
H 2.903 1.845 6.435
H 3.433 0.366 5.594
H 1.757 0.502 6.160
H 0.804 3.287 5.866
H -0.322 3.230 4.495
H 2.458 5.025 6.068
H 3.465 7.154 5.338
H 2.749 8.174 3.185
H 0.935 7.125 1.890
H -0.926 5.723 1.809
H -1.261 4.491 3.034
H -1.846 5.003 -0.257
H -2.675 3.488 0.194
H -1.665 3.550 -1.263
H 0.781 5.468 -0.614
H 1.644 3.979 -1.099
H 2.149 4.850 0.364
C -7.395 -0.463 1.394
Si -5.565 -0.177 1.693
C -5.135 -0.862 3.385
C -5.274 1.675 1.774
Si -4.110 -1.080 0.109
Te -1.805 -0.360 0.813
Si -4.779 -0.309 -1.986
C -3.755 -1.197 -3.298
C -6.576 -0.567 -2.466
C -4.458 1.540 -2.094
Si -4.459 -3.383 0.108
C -3.939 -4.121 1.753
C -3.478 -4.265 -1.231
C -6.258 -3.839 -0.172
H -7.993 0.073 2.139
H -7.646 -1.529 1.456
H -7.693 -0.115 0.396
H -5.593 -0.279 4.192
H -4.044 -0.834 3.514
H -5.453 -1.908 3.491
H -5.766 2.128 2.643
H -5.633 2.183 0.867
H -4.193 1.860 1.853
H -4.178 -2.192 -3.492
H -2.727 -1.343 -2.931
H -3.715 -0.649 -4.248
H -6.851 -1.630 -2.426
H -6.753 -0.206 -3.486
H -7.250 -0.027 -1.789
H -3.547 1.788 -1.534
H -5.289 2.092 -1.634
H -4.339 1.893 -3.125
H -2.978 -3.691 2.070
H -3.833 -5.211 1.702
H -4.674 -3.884 2.533
H -2.525 -3.751 -1.399
H -4.019 -4.273 -2.185
H -3.265 -5.302 -0.947
H -6.891 -3.399 0.611
H -6.398 -4.926 -0.156
H -6.618 -3.457 -1.137
N 1.864 0.095 -0.456
P 1.846 -0.845 -1.728
N 1.315 -2.353 -1.279
C 0.736 -3.305 -2.241
C 1.195 -4.734 -1.949
C 0.800 -5.209 -0.536
C 0.617 -4.011 0.407
C 1.591 -2.899 0.058
N 3.180 -1.213 -2.647
C 4.098 -2.286 -2.213
C 5.163 -2.519 -3.275
C 6.055 -1.281 -3.460
C 5.250 0.018 -3.251
C 3.774 -0.208 -3.552
N 0.819 -0.190 -2.858
C 0.653 -0.744 -4.217
C 0.584 0.371 -5.251
C -0.671 1.224 -5.026
C -1.011 1.305 -3.527
C 0.231 1.152 -2.660
H 1.061 -3.042 -3.245
H -0.356 -3.240 -2.210
H 2.282 -4.778 -2.063
H 0.766 -5.393 -2.707
H 1.578 -5.871 -0.149
H -0.124 -5.780 -0.579
H 0.775 -4.305 1.447
H -0.396 -3.612 0.334
H 2.626 -3.279 0.141
H 1.496 -2.099 0.783
H 3.520 -3.196 -2.071
H 4.578 -2.056 -1.256
H 4.662 -2.765 -4.216
H 5.763 -3.384 -2.992
H 6.488 -1.300 -4.462
H 6.886 -1.316 -2.752
H 5.629 0.812 -3.896
H 5.334 0.366 -2.224
H 3.673 -0.555 -4.587
H 3.216 0.720 -3.460
H -0.270 -1.334 -4.276
H 1.490 -1.403 -4.436
H 0.579 -0.070 -6.250
H 1.486 0.986 -5.177
H -1.513 0.785 -5.566
H -0.513 2.226 -5.432
H -1.719 0.521 -3.249
H -1.484 2.262 -3.307
H -0.025 1.265 -1.614
H 0.955 1.945 -2.907
*
```

Output
- HOMO level (eV) = -6.39
- ΔE to the lowest compared entry with this formula, charge and spin (kcal per mole) = 29.1

=====

[3]
The following is a DFT calculation (wB97M-V/def2-TZVPD) of 9 unconnected molecules or ions with the total composition C43H85FN9O2P2S.

```
! RIJCOSX wB97M-V def2-TZVPD def2/J DEFGRID3
* xyz -1 1
C 3.955 2.658 0.605
C 2.879 3.784 0.813
O 2.283 4.281 -0.374
C 1.177 3.416 -0.831
C -0.131 3.966 -0.179
P -1.812 3.067 -0.498
C -1.094 1.999 -1.952
N -0.305 0.791 -1.546
C -2.801 4.265 0.674
C -2.085 5.463 1.393
C -1.460 5.207 2.814
F -2.516 4.959 3.727
C -3.545 2.261 -0.878
C -3.887 0.828 -0.384
C -3.348 -0.399 -1.211
O -5.378 0.736 -0.641
P -1.234 1.612 1.103
S -2.052 1.770 2.888
H 4.723 2.887 -0.166
H 4.441 2.496 1.609
H 3.392 1.702 0.408
H 2.140 3.448 1.595
H 3.417 4.658 1.283
H 1.235 3.507 -1.947
H 1.475 2.392 -0.469
H -0.240 4.994 -0.626
H 0.158 4.012 0.911
H -2.070 4.065 -1.540
H -1.917 1.542 -2.580
H -0.583 2.634 -2.741
H 0.678 0.857 -1.837
H -0.626 -0.038 -2.057
H -3.512 4.820 -0.040
H -3.497 3.770 1.391
H -1.466 6.157 0.761
H -2.938 6.164 1.680
H -0.733 4.369 2.867
H -0.916 6.156 3.091
H -3.844 2.342 -1.967
H -4.372 2.870 -0.406
H -3.871 0.667 0.730
H -4.113 -1.220 -1.099
H -3.316 -0.165 -2.304
H -2.384 -0.832 -0.857
H -5.761 0.109 0.006
H -1.381 0.227 0.787
H 0.183 1.761 1.301
C -0.210 -2.907 4.869
C -1.253 -2.952 3.759
C -0.635 -3.135 2.370
C 0.272 -1.999 2.073
N 0.970 -1.113 1.840
H 0.466 -2.057 4.752
H -0.695 -2.804 5.842
H 0.388 -3.824 4.882
H -1.839 -2.028 3.784
H -1.941 -3.771 3.953
H -1.419 -3.175 1.612
H -0.071 -4.066 2.320
C 7.334 0.226 -1.593
C 8.016 1.361 -2.347
C 9.140 2.020 -1.541
C 8.583 2.594 -0.293
N 8.149 3.041 0.675
H 6.850 0.584 -0.681
H 6.564 -0.229 -2.211
H 8.053 -0.551 -1.320
H 7.267 2.111 -2.615
H 8.428 0.969 -3.282
H 9.606 2.815 -2.125
H 9.912 1.290 -1.288
C -7.195 5.225 -1.598
C -7.429 6.723 -1.424
C -6.425 7.576 -2.203
C -5.048 7.295 -1.731
N -3.979 7.071 -1.367
H -6.218 4.923 -1.213
H -7.948 4.656 -1.050
H -7.252 4.938 -2.651
H -7.377 6.969 -0.360
H -8.441 6.967 -1.761
H -6.639 8.637 -2.060
H -6.486 7.360 -3.272
C 3.145 -3.065 -3.989
C 2.991 -1.560 -3.801
C 3.989 -0.750 -4.635
C 5.379 -1.093 -4.243
N 6.459 -1.353 -3.933
H 4.127 -3.413 -3.659
H 2.398 -3.599 -3.400
H 3.015 -3.345 -5.038
H 3.115 -1.320 -2.742
H 1.976 -1.268 -4.080
H 3.830 0.318 -4.476
H 3.858 -0.958 -5.699
C 8.695 4.607 -5.857
C 10.100 4.598 -6.451
C 10.968 3.457 -5.911
C 11.121 3.587 -4.441
N 11.238 3.686 -3.300
H 8.717 4.765 -4.777
H 8.105 5.416 -6.290
H 8.179 3.665 -6.057
H 10.580 5.558 -6.243
H 10.027 4.504 -7.538
H 11.956 3.484 -6.374
H 10.514 2.490 -6.137
C -3.241 -6.965 6.088
C -2.542 -8.090 5.331
C -1.208 -7.654 4.718
C -1.433 -6.552 3.749
N -1.608 -5.693 2.999
H -3.499 -6.135 5.428
H -4.171 -7.327 6.532
H -2.608 -6.582 6.892
H -3.208 -8.457 4.544
H -2.364 -8.919 6.012
H -0.739 -8.491 4.199
H -0.522 -7.311 5.492
C -7.625 1.704 -5.547
C -7.512 0.184 -5.524
C -7.906 -0.421 -4.175
C -7.011 0.101 -3.106
N -6.304 0.504 -2.269
H -6.948 2.168 -4.827
H -7.363 2.090 -6.535
H -8.645 2.025 -5.317
H -6.485 -0.099 -5.770
H -8.156 -0.233 -6.304
H -7.822 -1.510 -4.213
H -8.940 -0.170 -3.929
C -1.895 -10.827 9.983
C -1.189 -11.940 9.215
C 0.129 -11.484 8.582
C -0.122 -10.385 7.617
N -0.317 -9.532 6.868
H -2.175 -10.000 9.327
H -2.812 -11.203 10.439
H -1.256 -10.433 10.778
H -1.861 -12.316 8.438
H -0.988 -12.770 9.895
H 0.601 -12.315 8.056
H 0.821 -11.131 9.349
*
```

Output
- HOMO level (eV) = -3.29